1.
44
Properties=species:S:1:pos:R:3 method="wB97M-V/def2-TZVPD" e_homo_ev=-4.586 de_lowest_kcal_mol=0.84 energy_ev=-54104.597 orbital_gap_ev=7.01 multiplicity=1 charge=-1
H 2.15026 -0.16269 3.63896
S -1.14610 2.76231 -0.52378
C -1.48056 1.88072 -3.03318
H -0.77597 -3.50154 -0.62564
C 0.59771 -1.28419 2.66463
H 2.26012 -1.90182 3.88680
Pt 0.33663 0.26327 0.51172
C 1.55757 -1.07091 3.78877
C -0.17767 -1.77526 0.48965
O 3.41077 1.75320 -2.10881
O -1.11215 4.19535 -0.60895
H -1.94567 1.18173 -5.00326
C -1.45969 -0.19933 3.69939
O 2.15865 3.45236 -0.85679
O -0.20659 2.26219 0.53871
S 2.25986 2.09118 -1.30241
H -2.43443 0.13699 3.35138
O 2.14371 1.09904 -0.17911
H -0.91741 0.68166 4.04906
C 2.37472 -2.13921 0.93016
H -2.70768 -0.59052 -0.23336
H -2.50537 2.10846 -2.77514
C -0.35172 -2.50720 -0.80237
C 0.15053 1.02598 -4.56210
C 0.83520 1.79888 -2.37428
C 1.13850 1.25217 -3.61646
H -1.61896 -0.85444 4.55948
H 3.07519 -1.30566 0.85829
H 0.59836 -2.62920 -1.32084
C -1.16346 1.34988 -4.27299
H -1.02397 -1.96830 -1.47002
H 2.74317 -2.82987 1.69286
C -0.70244 -0.90046 2.61546
O -2.45443 2.15470 -0.40000
H 0.41304 0.59900 -5.52236
H 2.38335 -2.65542 -0.02907
H 2.17251 1.01834 -3.82477
C -0.49631 2.10802 -2.07783
C -1.19020 -1.05290 1.21111
H 1.02927 -0.96862 4.73715
H -3.10218 -1.96084 0.82723
C -2.62502 -0.97545 0.78215
C 1.00228 -1.65033 1.28059
H -3.19342 -0.29127 1.40996



2.
94
Properties=species:S:1:pos:R:3 method="wB97M-V/def2-TZVPD" e_homo_ev=-2.845 de_lowest_kcal_mol=0.00 energy_ev=-266486.495 orbital_gap_ev=6.88 multiplicity=1 charge=-2
C 3.27550 3.80750 -0.33016
H -0.59842 -0.51103 3.90363
Y 0.18585 -1.81646 -0.07941
C 3.60747 -4.10009 -3.51397
N 0.07204 1.43051 3.56865
F 3.49182 1.85603 2.50822
C 1.93476 2.31325 -1.65955
H -3.14481 -4.89413 3.34565
C 2.29606 2.09917 3.06040
O 0.10812 -3.91523 5.81720
H 4.24414 4.21517 -0.06833
H 2.22937 -6.72739 -1.52453
F -4.90925 -1.33879 -4.33448
N -2.15305 -3.75448 1.84969
C -2.45023 2.79340 -3.55880
H 0.31153 5.44446 2.15554
H -3.81972 4.35035 2.42331
C 2.15332 4.20809 0.38043
C -2.85762 4.25577 1.93582
C -1.78009 5.01368 2.37649
H -0.55586 -1.92412 -3.41405
C 3.23872 -2.91527 -1.34283
C -1.50172 3.25877 -2.65321
C -2.69583 3.35510 0.89099
C -0.39202 -3.18955 2.89653
C -1.17059 -3.95992 3.79287
H 1.01938 -3.57091 -2.87951
C 2.93128 -4.19164 -2.14192
Se 2.30789 -1.26777 -1.90770
H -2.85495 1.79236 -3.44516
C -1.45429 3.21888 0.29048
C -0.35808 3.95347 0.75587
O -2.70881 0.10340 1.88415
H -1.81098 0.76781 4.09616
C -1.54745 -1.72275 -3.01529
C -1.38773 5.33362 -3.87768
O -0.58687 -0.09786 1.18925
H 4.30928 -2.70509 -1.39719
H 0.67859 4.32976 4.81180
H 3.16503 -3.28092 -4.08450
C -3.02490 -1.25262 -1.22880
H -3.22696 -1.03591 -0.18251
H -1.91027 5.70363 3.20129
C 1.43023 -4.42357 -2.34257
C 0.81020 2.70766 -0.95211
O -1.77182 -5.08960 5.76371
C -2.87125 3.59431 -4.61504
H 4.67179 -3.86720 -3.36261
O 1.44281 -2.04744 1.97969
H -5.11026 -0.96502 -1.77385
H 1.86540 1.55726 -2.43195
H -3.60831 3.21768 -5.31386
C -2.59800 -1.66496 -3.93153
H 4.64611 -5.31206 -1.42898
N 0.87633 3.46509 4.33163
H -0.96673 6.32455 -4.00130
O 1.43469 -2.44508 4.18396
H 4.05382 2.53428 -1.87540
C -1.70982 -1.53461 -1.63402
C -0.18710 2.58016 4.27841
H 1.27347 -5.29983 -2.96948
H 3.40531 -6.02528 -3.67236
H -2.66344 5.48998 -5.59896
C 3.17009 2.86623 -1.34532
H 3.28753 -5.23561 -0.28635
H -2.44461 -1.81835 -4.99318
C -1.49910 0.13678 2.05922
O 3.15464 -6.64105 -1.79803
C -4.10422 -1.18671 -2.11135
H 3.00748 -3.09272 -0.29151
H 1.44304 0.23990 2.51535
Se 0.42037 -4.67211 -0.66698
C -0.96792 -4.37104 5.20816
C 2.12297 3.36895 3.73080
C 3.55696 -5.34361 -1.33859
As -1.00476 2.03227 -1.19406
H -2.75945 -3.81187 1.04627
O 3.48631 -5.28749 -4.29447
C -0.53049 4.86536 1.79370
C -0.98757 0.42028 3.48386
C 1.30833 1.19556 3.00631
O -1.23350 2.82557 4.84619
H 0.66159 -3.31809 5.20482
H -3.52679 2.73984 0.56840
O 2.93095 4.27709 3.81217
H -0.22469 4.90421 -2.12939
C -0.97031 4.53453 -2.82382
C 0.95248 -2.51793 3.03614
H 2.26023 4.92053 1.18894
C -2.34097 4.86502 -4.77453
C -3.86115 -1.39848 -3.45121
C -2.28997 -4.30573 3.06306
N -1.01524 -3.07531 1.73569
C 0.91469 3.65544 0.07149



3.
98
Properties=species:S:1:pos:R:3 method="wB97M-V/def2-TZVPD" e_homo_ev=-10.177 de_lowest_kcal_mol=0.00 energy_ev=-96121.603 orbital_gap_ev=6.70 multiplicity=1 charge=+1
C -0.57116 2.15768 -1.67401
C -4.93470 -0.01085 0.02256
C -5.70782 -1.49031 1.88191
C -3.36848 -0.22493 7.06359
H 2.02031 -1.42359 -4.54242
N -1.94958 3.54023 -6.21560
C -1.61126 3.00392 -2.05760
C -2.40945 3.53219 -1.04985
O 1.93228 1.95625 -4.70292
C 1.20991 -3.34182 -2.22674
H -3.21238 4.22065 -1.27096
N 0.80622 2.54076 2.71842
C 1.86253 -2.73727 0.03100
C 5.26888 -2.86904 1.49372
Pb -1.16758 1.13050 2.67911
H -2.82022 3.47132 5.49490
H 5.60151 -3.81465 -0.49986
C -1.79360 3.25793 -3.51689
C -0.29851 -2.04756 -0.83045
N 2.76565 -2.72859 1.08935
C 3.05913 3.19094 2.33794
C 2.49443 -2.25451 -5.05838
H 0.97324 -5.17122 -4.97371
C -4.77997 -0.53574 1.35223
C 2.49956 -2.03488 2.20634
O -0.66531 -0.58529 1.36826
N -0.88347 2.66784 -4.28293
H 1.99178 1.65689 1.28022
H -0.35098 -4.61624 -3.96841
N -1.60709 2.81390 3.93355
C -2.83573 3.99720 -4.03986
H 3.47632 -3.03932 -3.34643
H -0.20312 -2.32387 -4.98662
F -0.94185 -2.63908 -2.97066
S 1.28755 1.13810 -5.70637
H 1.92649 -3.48356 -6.62423
H 5.22221 -1.85911 1.87572
H 3.26868 -4.23189 -4.62239
C 2.96871 4.12750 3.35539
C -2.20801 3.14273 0.26302
C 1.95536 2.41076 2.05590
H -3.60687 4.69677 -5.92321
C -0.99933 2.79986 -5.60661
H 3.03846 -3.94332 -1.31920
H -2.85068 3.49893 1.05726
N -1.24318 2.29190 0.61284
O -0.69901 4.35971 5.34887
H 0.09348 1.76086 -2.42843
H 3.27110 -2.05803 2.96315
C -2.73872 -0.92891 4.87986
C 2.11688 -3.40038 -1.17891
H 3.97061 3.05583 1.77442
H 5.96955 -3.51367 2.00257
H 0.36270 1.16888 -0.04432
H -1.22538 -1.50343 -0.71483
C 1.30876 -0.31961 3.58297
H 3.85878 -4.55231 1.14843
C 5.04929 -3.04592 0.02168
H -3.59901 4.46558 -3.43905
C 0.66421 -2.03597 0.18975
C -2.83886 4.10925 -5.43030
C 2.78104 -3.40036 -4.10041
C -2.82076 2.70960 4.71612
N 1.50659 -2.71781 -6.09170
H -3.16786 -2.28966 6.46814
H 4.84530 -2.15123 -0.55078
H 3.38578 -1.90663 -5.57877
H -2.51610 -1.69111 4.14629
C 0.71562 3.44823 3.69129
N -2.65159 0.33681 4.47227
O -2.96725 0.65089 1.58059
O 0.10927 -0.04883 4.02559
C -3.28214 1.08658 6.63196
C -0.42444 1.83937 -0.34943
C -0.02467 -2.68653 -1.99493
C 0.22975 -3.19943 -5.45995
H -3.48304 1.91607 7.29547
H 1.30175 -1.96110 -6.75127
N -3.79680 -0.19338 2.11585
O 2.34152 0.15154 4.00986
C 3.99995 -3.48965 0.99766
H 1.63674 4.97372 4.84486
C -3.10207 -1.25365 6.17081
N 1.55422 -3.86830 -3.47654
N -5.01473 0.42084 -1.03767
H 3.81889 4.74641 3.60787
C 1.77648 4.26104 4.04564
C 0.42136 -1.25451 1.36920
O 0.58224 -0.02152 -5.13126
H -3.69038 2.87432 4.07268
C -0.59969 3.57984 4.41932
C 1.38783 -1.24905 2.38777
C 0.56454 -4.29545 -4.45496
C -2.92432 1.32841 5.31528
O -0.15055 2.20227 -6.37629
H -3.63816 -0.44530 8.08770
N -6.45106 -2.25524 2.30501
H -0.42656 -3.54716 -6.25603



- The highest charge belongs to which entry?
  C41H34FN12O8PbS



- Look up the multiplicity of the first one.
  1